Record 1
Molecular formula: C33H42BCoGeN9OS
Method: DFT, the ωB97M-V functional and the def2-TZVPD basis

```
89
C33H42BCoGeN9OS, DFT the ωB97M-V functional and the def2-TZVPD basis
Co 0.16608 -0.10782 0.00254
C 1.01766 1.76680 2.83646
C 1.55576 0.40406 2.55904
C 2.48955 -0.30022 3.30449
C 2.63252 -1.54147 2.70147
C 3.49421 -2.69041 3.09845
N 1.81696 -1.57538 1.64081
N 1.14590 -0.39603 1.54676
B 1.46367 -2.69682 0.64787
N -0.06710 -2.79862 0.65189
N -0.79635 -1.72555 0.22288
C -2.08871 -2.13672 0.15585
C -3.23631 -1.32346 -0.32906
C -2.15989 -3.45566 0.56484
C -0.86541 -3.84840 0.86915
C -0.36800 -5.17236 1.33721
N 1.83683 -2.18896 -0.75354
N 1.32605 -0.99200 -1.15057
C 1.73683 -0.75971 -2.42491
C 1.31658 0.39664 -3.26538
C 2.55301 -1.81642 -2.80085
C 2.59388 -2.70056 -1.73177
C 3.29642 -4.00884 -1.61420
H 0.50473 1.76849 3.79947
H 1.82764 2.49059 2.91159
H 0.32040 2.09825 2.07501
H 2.98782 0.04051 4.19665
H 4.13318 -2.39714 3.92738
H 2.89237 -3.54192 3.41647
H 4.12531 -3.01664 2.27263
H 1.98945 -3.72575 0.91619
H -2.91348 -0.53366 -1.00275
H -3.92989 -1.97073 -0.86332
H -3.78069 -0.88890 0.50843
H -3.04367 -4.07004 0.60184
H -1.21099 -5.81601 1.57433
H 0.22755 -5.66256 0.56646
H 0.25322 -5.07090 2.22595
H 0.74926 1.13142 -2.70754
H 2.18843 0.87875 -3.70762
H 0.69030 0.04294 -4.08608
H 3.04514 -1.93564 -3.75154
H 3.85427 -4.20752 -2.52543
H 3.99146 -4.01334 -0.77488
H 2.58527 -4.82094 -1.46345
Ge -2.23284 2.96695 -1.39012
C -1.93086 2.07908 -3.05552
C -1.14154 2.71002 -4.02165
C -1.08969 2.20661 -5.31396
C -1.81345 1.07118 -5.64815
C -2.60545 0.44105 -4.69566
C -2.67384 0.94895 -3.40834
C -1.43062 4.65598 -0.99830
C -2.18848 5.57123 -0.26366
C -1.70162 6.84668 -0.01824
C -0.45957 7.22051 -0.51173
C 0.30345 6.31802 -1.24300
C -0.17499 5.03794 -1.48261
H -3.75064 3.06387 -1.13823
H -0.58479 3.60674 -3.78782
H -0.49603 2.71189 -6.06407
H -1.77867 0.68717 -6.65897
H -3.18691 -0.43033 -4.96534
H -3.33194 0.46914 -2.69320
H -3.17476 5.30561 0.09990
H -2.29637 7.55354 0.54421
H -0.09092 8.22278 -0.33944
H 1.26339 6.62042 -1.64118
H 0.43297 4.34644 -2.05387
S -1.69186 1.63584 0.53937
C -3.10870 1.37824 1.55473
N -4.34812 1.71421 1.15078
C -5.44624 1.59564 1.92716
C -5.33258 1.09054 3.19592
C -4.06866 0.71618 3.64712
C -2.95802 0.86046 2.82998
H -4.45847 2.10400 0.21930
H -6.37955 1.91676 1.48645
H -6.20947 0.99726 3.81960
H -3.94962 0.31817 4.64662
H -1.97134 0.58125 3.17198
N 3.15768 1.36595 -0.18731
C 2.05036 2.10185 -0.17612
N 2.11490 3.40530 0.06993
O 0.90216 1.58616 -0.43346
H 4.06638 1.75551 0.00472
H 3.09028 0.38424 -0.40246
H 2.99143 3.89146 0.17005
H 1.26908 3.95326 0.00841
```

As for the energy: -155996.2664 eV. The value obtained for the gap between HOMO and LUMO (alpha / beta) is 6.84 / 6.82 eV. Its total charge is +3.



Record 2
Molecular formula: C33H42FeN5O4SSe2
Method: DFT, the ωB97M-V functional and the def2-TZVPD basis

```
88
C33H42FeN5O4SSe2, DFT the ωB97M-V functional and the def2-TZVPD basis
Fe 1.33839 1.03036 0.77082
C -1.02373 2.82513 -0.28444
C -0.11488 3.06363 -1.46699
C 0.26738 1.76763 -2.10239
C -0.10732 1.42765 -3.41348
C 0.33100 0.21852 -3.92652
C 1.25734 -0.54163 -3.22930
C 1.53434 -0.15424 -1.90456
N 1.01500 0.91906 -1.33300
N -0.24769 2.66273 1.04271
C -1.15827 2.13292 2.04588
C -0.34288 1.62872 3.20648
C -0.89918 1.31814 4.40014
C -0.08349 0.75242 5.46456
C 1.27133 0.70004 5.23096
C 1.73104 0.95429 3.92703
N 0.94975 1.32078 2.94845
C 0.41738 3.90385 1.44183
C 1.87078 4.06692 1.03326
C 2.53736 5.27112 0.84135
C 3.87930 5.24945 0.40666
C 4.50435 3.97082 0.18849
C 3.72403 2.84884 0.30282
N 2.47309 2.89806 0.73966
H -1.78615 3.58570 -0.23512
H -1.52389 1.89245 -0.51528
H -0.64652 3.72812 -2.15952
H 0.78609 3.61130 -1.07873
H -0.73088 2.11450 -3.87490
H 0.16097 0.01423 -4.98355
H 1.79027 -1.35438 -3.65890
H 2.14022 -0.83703 -1.27962
H -1.88111 2.89838 2.28057
H -1.70027 1.28272 1.66012
H -1.93245 1.35877 4.56289
H -0.60368 0.57192 6.44903
H 2.10788 0.60552 5.98875
H 2.78837 0.76652 3.71244
H -0.12989 4.80453 1.15482
H 0.33031 4.01346 2.55784
H 1.98083 6.18919 0.93393
H 4.45495 6.18694 0.51429
H 5.60982 3.94316 -0.02943
H 4.10183 1.85214 -0.01676
C 5.10942 -0.59527 1.48902
Se 3.25886 -0.81711 1.69737
C 2.91040 -2.49177 0.72593
C 3.76842 -2.64253 -0.50210
Se 2.77864 -3.74944 -1.80492
C 4.17008 -3.73676 -3.18926
H 5.61245 -1.36329 2.04520
H 5.36657 0.35836 1.85707
H 5.56733 -0.70034 0.47707
H 1.83540 -2.40061 0.46372
H 2.94480 -3.32347 1.44241
H 4.67275 -3.12193 -0.30697
H 4.07760 -1.72812 -1.10765
H 5.08130 -4.19206 -2.80277
H 4.24644 -2.66758 -3.48214
H 3.86799 -4.38717 -3.97039
C -8.08043 -2.60150 -2.36157
C -6.58243 -2.39705 -2.13877
C -6.14681 -1.10794 -1.84791
C -4.84285 -0.85109 -1.64477
C -3.88561 -1.89989 -1.67992
C -4.34609 -3.21117 -1.78229
C -5.67988 -3.42155 -2.05733
S -2.15726 -1.59366 -1.58377
O -1.47097 -1.78921 -2.81456
O -2.03600 -0.28746 -0.93598
N -1.52023 -2.69569 -0.51343
C -1.91282 -2.97860 0.86586
C -1.71164 -1.73705 1.69304
C -0.24651 -1.27317 1.67599
O 0.54963 -1.67693 2.47401
O 0.08719 -0.31259 0.84454
H -8.57579 -1.87506 -1.75749
H -8.43435 -3.64029 -2.17089
H -8.24709 -2.37338 -3.46146
H -6.83987 -0.30145 -1.83398
H -4.56842 0.14286 -1.30409
H -3.60393 -3.98055 -1.81564
H -5.93082 -4.44440 -2.33466
H -1.00931 -3.46191 -1.03859
H -1.26639 -3.79632 1.20541
H -2.93255 -3.44549 0.92531
H -1.98606 -1.97833 2.73155
H -2.33223 -0.91539 1.31648
```

As for the energy: -226443.0720 eV. The value obtained for the gap between HOMO and LUMO (alpha / beta) is 7.68 / 3.19 eV. The spin multiplicity is 6. The calculation puts the relative energy (zero: lowest compared OMol25 entry of this formula, charge and spin) at 22.88 kcal/mol. Its total charge is +2.



Record 3
Molecular formula: C33H42IrN3O2P2Si2
Method: DFT, the ωB97M-V functional and the def2-TZVPD basis

```
85
C33H42IrN3O2P2Si2, DFT the ωB97M-V functional and the def2-TZVPD basis
Ir 0.82762 0.47702 -0.21202
C 1.89408 -2.69515 -1.81177
Si 2.41107 -2.40080 -0.04467
C 2.67464 -4.05339 0.79586
C 4.00156 -1.43920 0.06279
N 1.23185 -1.42656 0.78633
P -0.29229 -1.56119 1.28118
C -0.93472 -0.11466 0.67311
P -1.93818 0.47918 -0.56002
N -0.83737 1.27404 -1.40271
Si -0.93278 2.42600 -2.69426
C -0.56406 4.11370 -1.97129
C -2.63972 2.48549 -3.45693
C 0.28902 1.96013 -4.01391
C -2.85254 -0.63941 -1.64183
C -2.15030 -1.16200 -2.73076
C -2.78317 -2.01290 -3.62157
C -4.12161 -2.34214 -3.43454
C -4.81507 -1.84652 -2.34042
C -4.17980 -1.00388 -1.43693
C -3.13076 1.67399 0.13193
C -4.31633 2.06268 -0.48906
C -5.04548 3.14071 -0.00295
C -4.60056 3.83678 1.10980
C -3.42385 3.45228 1.74163
C -2.69338 2.37977 1.25572
C -0.28475 -1.36139 3.09035
C 0.83696 -1.72304 3.83153
C 0.90109 -1.43742 5.18904
C -0.14898 -0.77426 5.80875
C -1.27427 -0.41781 5.07684
C -1.33998 -0.70845 3.72209
C -0.88773 -3.23767 0.98781
C -0.61385 -4.22778 1.93194
C -0.85488 -5.56048 1.63247
C -1.37554 -5.91270 0.39480
C -1.68022 -4.92853 -0.53566
C -1.43528 -3.59648 -0.24234
H 2.70959 -3.11850 -2.40475
H 1.60966 -1.74546 -2.27272
H 1.04309 -3.38122 -1.85970
H 3.52928 -4.55709 0.33391
H 1.80705 -4.70993 0.69723
H 2.89392 -3.93286 1.86066
H 4.81444 -1.93184 -0.47846
H 4.30550 -1.32680 1.10767
H 3.87180 -0.44824 -0.37159
H -1.35842 4.40703 -1.27913
H -0.47376 4.88584 -2.73997
H 0.37378 4.08856 -1.41444
H -3.36578 2.92222 -2.76873
H -2.99526 1.49237 -3.74467
H -2.61761 3.10953 -4.35457
H 1.31123 1.98082 -3.64017
H 0.22769 2.62915 -4.87696
H 0.09892 0.93997 -4.35840
H -1.11170 -0.88243 -2.86952
H -2.23633 -2.41792 -4.46350
H -4.62530 -2.98556 -4.14461
H -5.85275 -2.11494 -2.18913
H -4.71608 -0.63789 -0.57050
H -4.67350 1.53106 -1.36095
H -5.95643 3.44412 -0.50354
H -5.16692 4.68012 1.48353
H -3.07269 3.99598 2.60970
H -1.77207 2.07093 1.73778
H 1.66940 -2.20605 3.33322
H 1.77396 -1.72612 5.76103
H -0.08200 -0.51952 6.85900
H -2.09592 0.09469 5.56105
H -2.20735 -0.41382 3.14202
H -0.20963 -3.95914 2.89877
H -0.62169 -6.32607 2.36122
H -1.54233 -6.95523 0.15550
H -2.10373 -5.19993 -1.49448
H -1.66916 -2.83503 -0.97193
N 1.84163 2.27180 0.24054
C 2.74325 2.75001 -0.82978
C 3.02763 1.65176 -1.82954
O 3.93803 1.79174 -2.62182
O 2.20030 0.66791 -1.76632
H 1.18216 2.98862 0.51951
H 2.38263 2.00664 1.05517
H 3.68738 3.12379 -0.43900
H 2.26305 3.55812 -1.37777
```

As for the energy: -80643.2707 eV. The value obtained for the gap between HOMO and LUMO is 7.37 eV. The calculation puts the relative energy (zero: lowest compared OMol25 entry of this formula, charge and spin) at 4.84 kcal/mol. Its total charge is 0.



Record 4
Molecular formula: C33H42N6Pd
Method: DFT, the ωB97M-V functional and the def2-TZVPD basis

```
82
C33H42N6Pd, DFT the ωB97M-V functional and the def2-TZVPD basis
Pd 0.80603 -0.41329 -1.14270
C -4.97602 -2.19904 2.75623
C -4.75145 -0.71799 2.91026
C -5.56224 0.05863 3.72861
C -5.36215 1.42583 3.86815
C -4.31753 2.03203 3.18756
C -3.48213 1.27498 2.37776
C -3.70283 -0.09390 2.22813
N -2.87775 -0.91854 1.41860
C -1.99651 -0.46952 0.44210
N -2.50348 0.47575 -0.37326
C -1.92108 1.16749 -1.47905
C -0.67659 0.84260 -2.00689
C -0.25158 1.61786 -3.09108
C -1.00569 2.65482 -3.61924
C -2.24906 2.93483 -3.07016
C -2.72893 2.19453 -2.00339
C -4.10028 2.48591 -1.43805
N -0.82561 -0.98561 0.30075
C -0.38241 -1.97539 1.22206
C 0.18152 -1.61530 2.44203
C 0.66851 -2.58708 3.30757
C 0.58601 -3.92814 2.95965
C 0.01041 -4.28582 1.74735
C -0.48374 -3.32690 0.86511
C -1.11840 -3.72170 -0.44640
H -5.90653 -2.49883 3.23625
H -4.16809 -2.78200 3.21332
H -5.02229 -2.48147 1.70153
H -6.37662 -0.42204 4.26058
H -6.01220 2.00870 4.50874
H -4.13533 3.09436 3.29597
H -2.64944 1.74644 1.87152
H -2.59146 -1.78728 1.84195
H -3.45143 0.72883 -0.15845
H 0.70397 1.40268 -3.55089
H -0.62937 3.24334 -4.44777
H -2.86122 3.73408 -3.47592
H -4.57318 3.29472 -1.99365
H -4.06251 2.79126 -0.38584
H -4.76404 1.61530 -1.50848
H 0.25947 -0.56482 2.69174
H 1.11439 -2.29259 4.25056
H 0.96542 -4.69154 3.62827
H -0.05601 -5.33398 1.47289
H -0.89320 -4.76063 -0.69052
H -0.77965 -3.08267 -1.26003
H -2.20697 -3.61818 -0.40675
N 2.25140 -2.35288 -0.61308
C 3.40578 -2.55250 -1.50858
C 3.05166 -2.33295 -2.99692
N 1.85700 -1.49951 -3.14619
H 2.52847 -2.38212 0.35920
H 1.56533 -3.08581 -0.75249
H 3.83468 -3.54950 -1.40520
H 4.17136 -1.84290 -1.20682
H 2.83782 -3.29434 -3.46528
H 3.93031 -1.92027 -3.49959
H 1.71021 -1.18421 -4.09468
H 1.95589 -0.65685 -2.56510
C 5.29803 3.04034 -1.66059
N 4.53953 1.92341 -2.19632
C 3.34532 2.36714 -2.89039
C 4.25782 0.86418 -1.22248
C 3.37410 1.25453 -0.05054
C 3.96844 1.96589 1.00038
C 3.23216 2.41890 2.08389
C 1.86478 2.17863 2.11563
C 1.27117 1.45888 1.08513
C 2.00683 0.95696 0.00679
H 5.63015 3.67537 -2.48396
H 6.18452 2.66798 -1.14223
H 4.72781 3.66686 -0.95817
H 3.61118 3.15193 -3.60249
H 2.56251 2.75416 -2.22153
H 2.92494 1.53042 -3.45257
H 5.21996 0.49982 -0.85160
H 3.78061 0.05348 -1.77237
H 5.03495 2.16398 0.96692
H 3.71863 2.95580 2.89038
H 1.26622 2.53940 2.94580
H 0.19971 1.29504 1.11833
```

As for the energy: -47321.0412 eV. The value obtained for the gap between HOMO and LUMO (alpha / beta) is 6.55 / 7.59 eV. The spin multiplicity is 3. The calculation puts the relative energy (zero: lowest compared OMol25 entry of this formula, charge and spin) at 9.76 kcal/mol. Its total charge is 0.



Record 5
Molecular formula: C33H43ClLiN7O5SSi2
Method: DFT, the ωB97M-V functional and the def2-TZVPD basis

```
93
C33H43ClLiN7O5SSi2, DFT the ωB97M-V functional and the def2-TZVPD basis
Li -1.76432 -0.78538 0.56877
S -0.91964 -1.56415 2.69155
C 0.68541 -0.97667 2.84596
N 1.28940 -0.92476 3.99511
N 2.63306 -0.46082 3.91767
C 3.68381 -1.24119 3.54175
C 3.50492 -2.48470 2.90693
C 4.60275 -3.23774 2.52297
C 5.90226 -2.79312 2.74114
C 6.08323 -1.56421 3.36782
C 5.00152 -0.80106 3.76804
N 1.44819 -0.56831 1.70250
N 0.85669 0.16512 0.89943
C 1.65733 0.58382 -0.21571
C 1.04340 1.46269 -1.09019
C 1.71808 1.91122 -2.21674
C 3.01030 1.47883 -2.47139
C 3.63350 0.60390 -1.58212
C 2.96487 0.15946 -0.45558
H 2.82169 0.31241 4.52892
H 2.49958 -2.84396 2.73535
H 4.43936 -4.19368 2.03906
H 6.75235 -3.39155 2.44026
H 7.08573 -1.19235 3.54508
H 5.16121 0.15480 4.25674
H 0.02326 1.76510 -0.88327
H 1.22444 2.58919 -2.90157
H 3.53314 1.81341 -3.35826
H 4.64679 0.27108 -1.77206
H 3.43625 -0.51082 0.25550
C -2.12100 -4.96608 0.35377
C -0.92090 -4.49018 -0.42317
C 0.11340 -3.82098 0.23178
C 1.20051 -3.32403 -0.46667
C 1.27302 -3.47553 -1.84879
N 2.37043 -2.89813 -2.54227
C 2.44387 -2.32321 -3.78374
O 3.51448 -2.22832 -4.37266
N 1.29356 -1.85266 -4.38846
C 0.07940 -1.35623 -3.86146
C -0.98387 -1.12324 -4.72127
C -2.17974 -0.65421 -4.20507
C -2.28609 -0.42938 -2.84042
N -1.25635 -0.62150 -2.01661
C -0.10710 -1.05974 -2.51806
C 0.27539 -4.17499 -2.50873
C -0.81171 -4.66877 -1.79582
H -1.81966 -5.63154 1.16639
H -2.82883 -5.49194 -0.28743
H -2.63049 -4.10801 0.79470
H 0.03967 -3.64300 1.30011
H 1.97687 -2.77376 0.05709
H 3.26086 -2.91386 -2.07394
H 1.48244 -1.59967 -5.34388
H -0.87322 -1.30803 -5.78523
H -3.02533 -0.46442 -4.85348
H -3.20438 -0.07717 -2.38768
H 0.69852 -1.18841 -1.81347
H 0.33640 -4.31318 -3.58141
H -1.59667 -5.19251 -2.32972
O -5.01332 -2.17378 -1.04723
Cl -4.15598 -1.62154 -0.02778
O -4.70994 -1.84387 1.27709
O -3.93879 -0.20414 -0.25323
O -2.83653 -2.26227 -0.11170
C -1.02026 3.25001 3.31191
Si -2.70147 3.07927 2.43142
C -3.59019 1.57932 3.15149
C -3.62301 4.65012 3.00966
C -2.59542 2.95746 0.64833
Si -1.88264 4.10011 -0.51150
C -0.14572 4.79057 -0.09288
C -2.88175 5.71142 -0.74261
C -1.76876 3.36856 -2.26191
H -1.10038 3.53459 4.37052
H -0.41888 4.00963 2.79929
H -0.47495 2.30045 3.25350
H -4.08018 1.77550 4.11233
H -2.88356 0.75537 3.30012
H -4.34887 1.23035 2.44368
H -3.81905 4.65039 4.09031
H -4.57709 4.75080 2.48340
H -3.02321 5.54071 2.78033
H -2.86418 1.96909 0.26267
H -0.23292 5.59552 0.64794
H 0.38868 5.19757 -0.96307
H 0.47288 4.01192 0.35520
H -2.93179 6.26691 0.20219
H -3.90703 5.46557 -1.03689
H -2.45299 6.37846 -1.50584
H -1.24302 2.40772 -2.23768
H -1.23970 4.03084 -2.95828
H -2.77203 3.18341 -2.65892
```

As for the energy: -94901.8364 eV. The value obtained for the gap between HOMO and LUMO is 4.71 eV. The calculation puts the relative energy (zero: lowest compared OMol25 entry of this formula, charge and spin) at 0.00 kcal/mol. Its total charge is -2.